Formula: C29H39NO5
Source: the Open Molecules 2025 dataset
Level of theory: the ωB97M-V functional and the def2-TZVPD basis

Structure (XYZ):
```
74
Properties=species:S:1:pos:R:3:forces:R:3
H -2.033209 1.991854 2.084258 0.016 0.183 -2.054
C 1.793710 -0.598827 -0.103886 3.594 -0.263 -0.731
H 4.198973 1.736805 -1.876527 2.594 -0.449 0.067
H 0.508077 -3.139060 1.614272 -0.393 0.256 -0.838
H 5.571254 1.881548 -3.013791 -0.427 0.055 -1.305
H -3.137159 -2.834750 -0.091017 -0.276 0.447 -0.647
C -0.368670 -1.489913 -0.789818 -4.424 2.599 5.588
C -4.350626 0.039291 -0.397623 1.689 -8.677 -2.377
H 0.989042 1.718559 2.039327 -0.948 3.036 0.165
C 3.003212 -0.872035 1.786029 -0.373 -1.006 5.660
C -2.671142 2.256561 -2.708125 3.193 -2.960 -2.282
H -5.414070 -0.139167 -0.163217 0.860 0.300 0.078
O 5.443496 -0.959891 1.922995 -3.612 0.377 -0.640
H 6.753807 0.023474 -2.125551 5.482 -1.072 -2.245
C -4.021762 1.081948 -1.199957 -12.677 3.331 -3.704
H -4.704209 0.965996 -2.143041 -0.478 0.524 1.291
H -3.310876 2.301277 -3.704517 0.946 -1.035 2.222
H -2.455722 2.594517 0.489184 -3.222 2.131 -2.171
C -2.222491 -2.573857 0.423640 -1.090 -5.734 1.528
H 2.907801 -0.321887 -1.815416 -1.458 3.152 -10.598
C -0.515669 3.339669 1.373940 -2.774 -1.549 0.705
C 5.367487 1.556144 -2.011266 -2.167 0.646 -1.821
H 6.062280 -0.595258 1.311795 1.228 0.359 -0.674
C -1.160156 4.582860 2.030838 3.497 3.082 -10.039
H -1.369191 2.188348 -3.038333 -4.358 -0.026 1.212
C -1.558799 -1.418871 0.197744 10.240 -4.160 -9.779
C -0.714169 -4.020816 -0.931375 1.812 2.007 -10.173
H -2.822506 3.113207 -2.207471 -0.311 3.707 1.284
O 5.671669 -0.343561 -0.706983 -2.236 -2.249 6.706
C 0.564323 -0.205193 -0.857727 -0.454 -3.454 0.786
C 0.653089 2.238553 -0.531256 3.882 4.372 -5.373
C 4.306923 -0.566934 -0.162474 0.115 0.663 -5.817
H 0.819967 -0.065774 -1.836586 0.886 0.058 -2.801
H -0.710481 -3.986167 2.337940 -2.917 -0.093 4.181
H -3.098258 -5.236788 -0.197091 -1.117 0.669 -1.437
H -0.223431 5.284154 2.010293 -2.121 -0.888 1.241
H -0.500413 4.118774 -0.689622 -0.206 -0.886 0.913
C 3.085120 -0.595300 -0.977525 0.042 -2.240 16.093
C 0.043421 1.082876 -0.416739 -8.605 -6.560 6.005
C -0.303287 -3.859026 1.452583 4.386 -2.786 -3.060
C -1.237980 0.925568 0.454391 6.139 -0.291 -4.333
H 0.919308 -0.984413 1.628493 -12.549 -1.665 5.611
O -2.936574 1.285694 -1.642500 14.924 -0.118 -6.497
H 5.954239 2.366129 -1.577238 0.137 -0.754 1.336
H 0.029325 2.589233 3.232193 -0.225 -0.127 0.290
H -3.615413 0.928997 1.329023 1.342 -2.030 -1.760
H -0.196080 -4.893567 -1.238876 0.571 -1.094 0.395
H -4.239230 1.957600 -0.729748 -2.560 3.392 2.097
C -1.231001 -3.848426 0.256177 -7.719 -1.310 10.017
N -1.929510 -0.330310 0.600307 -3.905 12.525 2.035
O 1.589508 2.202733 -1.499111 -2.982 1.603 4.162
H -2.787576 -5.165060 1.541469 0.626 1.087 -1.792
H -1.814240 5.129239 0.913644 1.170 -1.591 4.123
O 1.107751 -2.681295 -1.786975 11.012 -1.191 -7.306
C 4.180902 -0.760451 1.151505 4.264 -0.770 2.558
H 2.926087 -0.983654 2.868610 1.588 -0.201 0.293
H 0.974048 4.100469 0.079196 0.908 1.150 0.752
C -2.297987 -5.108605 0.465498 -0.013 1.894 4.166
H -2.549960 -2.479091 1.458656 -0.051 -0.813 0.454
C 5.796738 0.059818 -1.998326 -0.862 8.022 4.953
C 0.537791 2.839096 2.295494 -6.775 -10.492 -1.257
C 0.051992 3.568349 0.131394 3.734 -0.053 -6.745
C -3.364486 -0.041960 0.621509 -1.812 -0.571 11.760
H -3.911577 -0.849742 -1.206376 -1.806 1.159 2.000
H -1.593972 4.178771 2.802723 -2.957 -0.597 4.718
H -3.718691 -0.839890 1.713653 0.386 1.863 -3.522
C 1.748308 -0.870061 1.377496 11.629 3.228 -12.911
C 0.205497 -2.788568 -1.157775 -10.301 0.974 4.356
H 1.214756 3.366040 2.603673 7.625 6.470 2.309
C -1.681612 2.197871 0.962578 2.736 -0.453 8.018
H -1.930859 -6.070879 0.558941 2.050 -1.918 -0.531
H 0.284137 -4.888335 1.441111 -0.772 1.793 -0.431
H -1.640065 -3.936324 -1.745240 2.398 -0.015 1.547
H 5.079062 -0.448295 -2.283455 -5.770 -4.973 -6.024
```
Forces are in eV/Å.

As for the HOMO energy: -0.270 Ha. The multiplicity is 1. For the gap between HOMO and LUMO, the calculation gives 6.57 eV. The energy above the lowest of the compared OMol25 structures with the same formula, charge and spin comes out at 622.5 kcal per mole.

Atomic partial charges in e from the Löwdin method, atoms 1 to 4:
1 H 0.171
2 C -0.029
3 H 0.111
4 H 0.084

Formula: C33H31BN7OPd
Source: the Open Molecules 2025 dataset
Level of theory: the ωB97M-V functional and the def2-TZVPD basis

Structure (XYZ):
```
74
Properties=species:S:1:pos:R:3:forces:R:3
H -3.438147 3.169909 -1.774751 0.011 0.024 -0.022
H -3.383279 -0.143075 -4.117591 -0.019 0.017 0.016
H -2.187347 -2.478336 1.152440 0.021 -0.011 -0.001
H 6.174262 3.161064 0.046636 0.022 0.008 0.004
C 4.874268 2.684556 1.685929 0.010 0.003 0.035
C 2.908256 2.306753 -0.253275 0.081 0.002 -0.055
N -0.010944 1.453030 -2.111119 0.054 0.165 0.127
C 3.857074 -0.911066 -0.297416 -0.129 0.010 0.030
C -0.903526 -6.016673 0.311416 0.023 -0.037 -0.014
H -3.242347 1.703781 3.906785 -0.057 0.016 -0.013
C 0.225551 0.161949 4.594221 -0.061 0.036 0.018
C -1.840385 1.084959 5.392290 -0.031 0.017 0.022
N -1.276342 0.679646 0.565608 -0.246 0.061 0.123
C -1.920480 1.136994 1.637507 0.053 -0.051 0.055
H 5.777263 -1.175838 0.454147 0.049 -0.005 -0.020
C 5.294171 -0.966380 -0.498322 -0.102 0.050 0.032
H 5.634145 2.839252 2.439673 0.019 0.003 0.008
N 2.725402 -0.849749 -0.138258 0.071 -0.198 -0.069
C 2.605842 2.154862 1.097437 -0.079 -0.022 0.063
H 5.527121 -1.750036 -1.215987 0.053 0.006 -0.008
N -1.938943 1.110978 -0.542765 0.074 -0.037 0.239
H -1.313505 -6.492161 2.361301 0.007 -0.030 0.025
H -2.484617 1.372800 6.211490 -0.007 0.002 0.024
N 0.833821 1.308458 -1.073172 0.196 -0.086 0.015
C 0.485926 2.349281 -2.982886 0.043 0.041 0.008
H -0.585024 -5.264363 -1.672610 0.006 -0.001 -0.050
H 5.622984 0.002509 -0.870710 0.062 -0.020 -0.010
C -3.013296 1.830933 -0.160403 0.052 -0.042 -0.092
C -2.615949 -0.884929 -4.334404 -0.072 -0.027 -0.088
H 4.441420 2.811365 -1.669153 -0.012 0.007 -0.033
C -0.204390 0.358040 3.293527 -0.067 -0.055 -0.262
H 0.370179 3.473202 -4.770130 -0.012 0.009 -0.005
C 1.867401 2.123585 -1.270178 0.027 0.053 0.041
C -3.039159 1.866494 1.218827 0.013 0.034 -0.157
N -0.957026 -1.463837 -1.153936 0.038 0.165 -0.185
C 3.584693 2.333126 2.061221 0.003 -0.010 -0.017
H 1.586018 1.932622 1.399758 0.043 0.034 -0.033
C -1.809427 -3.470383 0.929591 -0.100 0.010 -0.009
H -2.145266 -4.227259 2.903966 -0.020 0.002 0.038
H -0.394137 1.889617 -4.878999 -0.013 -0.020 0.005
H -1.857581 -0.407688 -4.954193 0.023 0.011 0.000
H 3.332683 2.221198 3.106692 0.003 -0.002 0.047
H -0.552281 -7.010645 0.069638 0.002 -0.018 0.010
C -2.026853 -1.443535 -3.088290 0.035 -0.029 0.071
H -0.269895 0.382949 6.670287 0.016 -0.006 0.025
C 5.176558 2.866127 0.343292 0.006 -0.023 -0.005
H -2.138838 1.332800 -2.778567 -0.044 0.007 -0.038
C 4.199683 2.676613 -0.622571 0.001 -0.063 0.028
H -1.196534 3.192297 -4.008159 -0.036 0.015 0.026
C 1.700360 2.792980 -2.486681 -0.191 -0.095 -0.002
C -1.792755 -4.453086 1.907325 0.002 -0.031 -0.036
B -1.411035 0.839598 -1.977859 -0.136 -0.019 -0.157
H -2.543499 -3.588081 -3.061109 -0.016 -0.069 -0.024
C -0.227744 2.745884 -4.225466 0.028 0.046 -0.133
O 1.321898 -3.544793 1.143702 0.152 0.027 0.168
H 0.433625 0.067221 2.460370 0.059 0.077 0.282
C -1.329254 -5.724663 1.600530 -0.025 0.039 0.012
C -2.051384 -2.743617 -2.614989 -0.015 0.247 0.002
C -0.926579 -5.039995 -0.671317 0.012 0.069 0.090
H 2.339628 3.538620 -2.922003 0.041 0.062 -0.016
C -0.596846 0.529003 5.650434 0.061 -0.026 0.001
H -3.763278 2.377223 1.825120 -0.040 0.031 0.047
H -4.744462 2.966136 -0.606761 0.003 -0.002 0.001
C -2.268410 1.274878 4.089534 0.123 -0.078 -0.093
C -1.402586 -2.698655 -1.378933 -0.028 -0.143 0.016
Pd 0.490546 -0.460319 0.159748 -0.070 -0.056 -0.368
C 0.819500 -2.545334 1.073128 0.023 0.110 0.103
N -1.367295 -0.688017 -2.189269 0.060 -0.164 0.080
H 1.197543 -0.271592 4.785170 0.034 -0.014 0.004
C -1.360190 -3.755621 -0.359947 0.049 -0.076 -0.027
C -1.454210 0.909683 3.016524 -0.038 -0.009 0.083
H -4.403044 1.696588 -1.783400 -0.009 -0.026 -0.020
C -3.949591 2.448458 -1.139341 -0.089 0.073 0.048
H -3.070160 -1.688282 -4.910329 0.000 0.012 -0.010
```
Forces are in eV/Å.

As for the HOMO energy (alpha / beta): -0.402 / -0.402 Ha. The multiplicity is 3. For the gap between HOMO and LUMO (alpha / beta), the calculation gives 9.08 / 6.52 eV. Its total charge is +1. The expectation value of S² is 2.01.

Atomic partial charges in e from the Löwdin method, atoms 1 to 4:
1 H 0.086
2 H 0.082
3 H 0.117
4 H 0.109

Formula: C3H12N6O3
Source: the Open Molecules 2025 dataset
Level of theory: the ωB97M-V functional and the def2-TZVPD basis

Structure (XYZ):
```
24
Properties=species:S:1:pos:R:3:forces:R:3
N 0.778974 1.539363 -1.888033 -2.744 -1.006 -0.575
H 2.496671 3.096681 -2.261184 0.473 -0.197 0.041
H 3.649261 2.312006 -1.179093 0.074 0.667 -0.142
H 0.492630 2.420026 -2.291175 -0.594 -0.449 -0.049
N 2.709385 2.435976 -1.527488 4.216 2.953 -0.511
H -0.067090 1.462735 1.456860 -0.686 0.264 -0.143
N -1.044507 -1.435788 -0.281328 0.608 0.702 2.495
H 0.016838 -1.556665 3.920488 -0.114 0.333 0.053
H -0.397461 -2.072250 0.161791 -0.430 -0.079 -0.161
O -1.991909 -0.527164 -2.061280 -0.856 -0.323 0.261
C 1.897020 1.510349 -1.237087 -1.780 1.926 -2.260
N -0.453154 -0.733842 3.570961 -1.837 -0.561 2.329
O 1.045299 -0.426710 2.134035 11.005 -3.048 -4.884
H -1.197197 -0.288902 4.089165 0.172 -0.522 0.323
N -0.631431 0.819409 1.993296 -3.372 5.127 -2.456
N -1.581984 -2.722952 -2.041874 -0.458 -1.485 -1.007
H -1.235440 -3.495380 -1.491089 -0.764 -0.372 -0.724
C -1.632299 -1.557386 -1.474486 1.347 3.302 -0.420
H -1.368604 -0.632361 0.237855 0.493 -0.164 0.011
C 0.064512 -0.059383 2.561892 -5.394 -1.785 4.739
H -1.554563 1.046997 2.334056 0.237 0.412 -0.214
H -2.250786 -2.661872 -2.796251 0.362 -1.476 -0.458
O 2.093937 0.717829 -0.368041 1.215 -4.363 4.462
H 0.161900 0.809286 -1.561988 -1.175 0.146 -0.708
```
Forces are in eV/Å.

As for the HOMO energy (alpha / beta): -0.464 / -0.463 Ha. The multiplicity is 2. For the gap between HOMO and LUMO (alpha / beta), the calculation gives 9.91 / 3.91 eV. Its total charge is +1. The energy above the lowest of the compared OMol25 structures with the same formula, charge and spin comes out at 9.5 kcal per mole. The expectation value of S² is 0.76.

Atomic partial charges in e from the Löwdin method, atoms 1 to 4:
1 N 0.267
2 H 0.151
3 H 0.155
4 H 0.152

Formula: C3H4NS
Source: the Open Molecules 2025 dataset
Level of theory: the ωB97M-V functional and the def2-TZVPD basis

Structure (XYZ):
```
9
Properties=species:S:1:pos:R:3:forces:R:3
H -1.684456 0.680434 -0.001811 -2.872 -0.244 -0.157
N 0.036713 1.554664 -0.022292 1.466 1.029 -0.135
H 2.073647 2.012008 -0.022510 2.513 2.586 0.016
C 1.391197 1.277649 0.009229 -3.946 -3.791 -0.144
H -0.223271 -1.159609 -0.965866 -0.222 -1.446 -1.595
C -0.001469 -0.811066 -0.002767 1.000 1.460 1.049
H -0.210029 -1.508785 0.802992 -0.335 -0.135 -0.088
S 1.755496 -0.355723 0.025417 0.114 0.352 0.012
C -0.681732 0.492854 -0.022132 2.281 0.189 1.042
```
Forces are in eV/Å.

As for the HOMO energy: -0.600 Ha. The multiplicity is 1. For the gap between HOMO and LUMO, the calculation gives 9.48 eV. Its total charge is +1. The energy above the lowest of the compared OMol25 structures with the same formula, charge and spin comes out at 10.2 kcal per mole.

Atomic partial charges in e from the Löwdin method, atoms 1 to 4:
1 H 0.122
2 N 0.073
3 H 0.063
4 C -0.265

Question: Number 2 is which compound?
Answer: C33H31BN7OPd